{"formula": "C43H36N6O4SSc", "method": "ωB97M-V/def2-TZVPD", "charge": -1, "homo_ev": -2.39, "homo_lumo_gap_ev": 3.488, "species": ["Sc", "O", "C", "C", "C", "C", "C", "C", "C", "O", "N", "N", "C", "C", "C", "C", "C", "C", "C", "O", "H", "H", "H", "H", "H", "H", "H", "H", "H", "H", "C", "C", "O", "N", "C", "C", "C", "C", "C", "C", "N", "H", "H", "H", "H", "H", "H", "H", "H", "H", "H", "C", "C", "C", "C", "C", "C", "C", "C", "C", "C", "C", "C", "C", "C", "C", "H", "H", "H", "H", "H", "H", "H", "H", "H", "H", "N", "C", "S", "C", "C", "C", "N", "C", "C", "H", "H", "H", "H", "H", "H"], "coordinates": [[-0.81, 0.25, -1.39], [-4.02, 3.91, 1.08], [-2.77, 4.25, 1.43], [-2.59, 5.13, 2.50], [-1.32, 5.40, 2.97], [-0.19, 4.90, 2.32], [-0.34, 4.04, 1.26], [-1.63, 3.68, 0.81], [-1.74, 2.63, -0.21], [-0.68, 2.28, -0.85], [-2.89, 2.09, -0.44], [-2.78, 1.19, -1.50], [-3.68, 1.13, -2.38], [-3.58, 0.26, -3.53], [-4.76, -0.14, -4.19], [-4.74, -0.90, -5.34], [-3.49, -1.19, -5.88], [-2.30, -0.84, -5.31], [-2.30, -0.13, -4.09], [-1.19, 0.15, -3.49], [-3.93, 3.14, 0.45], [-3.49, 5.55, 2.96], [-1.24, 6.00, 3.83], [0.75, 5.18, 2.68], [0.51, 3.61, 0.78], [-4.57, 1.74, -2.23], [-5.68, 0.18, -3.74], [-5.64, -1.21, -5.86], [-3.45, -1.68, -6.87], [-1.37, -1.05, -5.77], [-1.69, -3.62, -3.21], [-1.49, -3.16, -1.83], [-1.60, -1.94, -1.60], [-1.22, -4.12, -0.92], [-0.82, -3.82, 0.44], [0.66, -3.65, 0.69], [0.96, -3.22, 1.97], [2.23, -2.71, 2.19], [3.17, -2.74, 1.15], [2.79, -3.31, -0.05], [1.53, -3.72, -0.31], [-2.76, -3.81, -3.44], [-1.15, -4.59, -3.37], [-1.37, -2.81, -3.84], [-1.07, -5.05, -1.29], [-1.21, -4.60, 1.06], [-1.29, -2.87, 0.72], [0.20, -3.19, 2.74], [2.47, -2.30, 3.13], [4.19, -2.39, 1.33], [3.54, -3.35, -0.86], [-0.33, -0.29, 0.59], [-0.11, -0.20, 1.80], [0.37, -0.21, 3.11], [1.70, 0.41, 3.23], [2.62, 0.15, 4.24], [3.93, 0.72, 4.22], [4.33, 1.54, 3.17], [3.37, 1.90, 2.21], [2.10, 1.34, 2.22], [-0.32, -0.88, 4.17], [-1.61, -1.37, 3.88], [-2.38, -2.03, 4.82], [-1.93, -2.25, 6.10], [-0.67, -1.79, 6.43], [0.12, -1.12, 5.49], [2.42, -0.55, 5.01], [4.57, 0.47, 5.05], [5.35, 1.91, 3.15], [3.66, 2.54, 1.41], [1.42, 1.63, 1.42], [-2.03, -1.14, 2.91], [-3.35, -2.38, 4.56], [-2.54, -2.78, 6.83], [-0.28, -1.91, 7.43], [1.04, -0.68, 5.86], [4.59, 1.60, -5.67], [4.74, 1.72, -4.32], [6.13, 2.25, -3.65], [3.58, 1.27, -3.52], [2.82, 0.17, -3.91], [1.67, -0.10, -3.18], [1.24, 0.64, -2.18], [1.99, 1.65, -1.76], [3.20, 1.99, -2.39], [5.28, 1.95, -6.28], [3.64, 1.62, -6.01], [3.07, -0.44, -4.79], [1.01, -0.97, -3.40], [1.62, 2.27, -0.95], [3.82, 2.82, -2.03]]}

---

{"formula": "C43H36NO4P2Sm", "method": "ωB97M-V/def2-TZVPD", "e_above_lowest_ev": 0.000, "charge": 2, "multiplicity": 6, "homo_ev": [-13.95, -13.92], "s_squared": 8.78, "homo_lumo_gap_ev": [6.505, 7.981], "species": ["C", "C", "C", "C", "C", "C", "P", "C", "C", "C", "C", "C", "C", "Sm", "P", "C", "C", "C", "C", "C", "C", "C", "C", "C", "C", "C", "C", "C", "C", "C", "C", "C", "C", "C", "C", "C", "C", "C", "C", "H", "H", "H", "H", "H", "H", "H", "H", "H", "H", "H", "H", "H", "H", "H", "H", "H", "H", "H", "H", "H", "H", "H", "H", "H", "H", "H", "H", "H", "H", "H", "H", "O", "C", "O", "C", "C", "C", "C", "C", "C", "N", "O", "O", "H", "H", "H", "H"], "coordinates": [[3.17, 0.62, -1.35], [2.76, 0.75, -0.02], [3.60, 0.30, 1.01], [4.83, -0.27, 0.71], [5.23, -0.40, -0.62], [4.40, 0.04, -1.65], [1.08, 1.37, 0.36], [1.30, 2.07, 2.04], [0.71, 1.44, 3.16], [0.94, 1.96, 4.43], [1.78, 3.06, 4.60], [2.37, 3.68, 3.50], [2.10, 3.20, 2.21], [-1.28, -0.35, 0.68], [0.44, -1.91, -0.93], [1.78, -2.78, -0.09], [2.88, -3.28, -0.80], [3.94, -3.87, -0.09], [3.92, -3.92, 1.30], [2.82, -3.39, 2.01], [1.75, -2.86, 1.32], [-1.10, -2.89, -0.69], [-2.36, -2.27, -0.99], [-3.54, -3.00, -0.76], [-3.47, -4.28, -0.22], [-2.24, -4.86, 0.11], [-1.06, -4.17, -0.13], [0.65, -1.72, -2.71], [0.46, -0.45, -3.29], [0.58, -0.28, -4.66], [0.84, -1.39, -5.48], [0.98, -2.67, -4.92], [0.88, -2.84, -3.53], [0.99, 2.85, -0.72], [2.12, 3.51, -1.22], [1.98, 4.60, -2.09], [0.70, 5.05, -2.44], [-0.43, 4.42, -1.90], [-0.29, 3.34, -1.04], [-2.42, -1.28, -1.48], [-4.50, -2.56, -1.03], [-4.39, -4.86, -0.07], [-2.21, -5.86, 0.55], [-0.09, -4.61, 0.12], [2.91, -3.21, -1.88], [4.78, -4.29, -0.64], [4.75, -4.36, 1.85], [2.81, -3.41, 3.10], [0.88, -2.50, 1.88], [0.22, 0.40, -2.65], [0.46, 0.71, -5.10], [0.93, -1.26, -6.56], [1.16, -3.53, -5.55], [0.97, -3.83, -3.08], [3.13, 3.17, -0.96], [2.87, 5.09, -2.48], [0.59, 5.89, -3.11], [-1.42, 4.78, -2.16], [-1.18, 2.86, -0.61], [0.08, 0.54, 3.05], [0.48, 1.49, 5.30], [1.99, 3.44, 5.60], [3.03, 4.54, 3.62], [2.52, 3.70, 1.34], [3.29, 0.42, 2.05], [5.47, -0.63, 1.51], [6.19, -0.85, -0.86], [4.71, -0.07, -2.69], [2.54, 1.00, -2.16], [6.83, -1.83, -2.51], [6.47, -1.42, -3.03], [-3.09, -0.34, 2.06], [-3.63, 0.65, 1.43], [-2.95, 1.21, 0.48], [-4.99, 1.11, 1.74], [-5.32, 2.47, 1.66], [-6.60, 2.88, 2.01], [-7.56, 1.93, 2.40], [-7.23, 0.55, 2.41], [-5.94, 0.15, 2.09], [-8.84, 2.32, 2.89], [-9.16, 3.53, 2.96], [-9.62, 1.41, 3.25], [-4.57, 3.19, 1.34], [-6.89, 3.93, 1.99], [-8.00, -0.17, 2.69], [-5.68, -0.91, 2.11]]}

---

{"formula": "C43H37AsFN4Pt", "method": "ωB97M-V/def2-TZVPD", "e_above_lowest_ev": 0.958, "charge": 3, "homo_ev": -15.09, "homo_lumo_gap_ev": 5.770, "species": ["Pt", "C", "N", "C", "C", "C", "C", "C", "C", "N", "C", "C", "C", "C", "C", "C", "N", "C", "C", "C", "C", "C", "N", "H", "H", "H", "H", "H", "H", "H", "H", "H", "H", "H", "H", "H", "H", "H", "H", "H", "H", "C", "C", "C", "C", "C", "C", "As", "C", "C", "C", "C", "C", "C", "C", "C", "C", "C", "C", "C", "H", "H", "H", "H", "H", "H", "H", "H", "H", "H", "H", "H", "H", "F", "C", "C", "C", "C", "C", "C", "C", "H", "H", "H", "H", "H", "H"], "coordinates": [[0.62, -1.97, -0.58], [0.14, -4.57, -2.54], [-0.63, -3.39, -2.21], [-0.65, -2.34, -3.22], [0.69, -1.64, -3.42], [1.17, -1.37, -4.69], [2.37, -0.70, -4.84], [3.08, -0.32, -3.72], [2.56, -0.62, -2.47], [1.39, -1.25, -2.33], [-1.77, -3.58, -1.33], [-1.44, -3.79, 0.15], [-2.20, -4.68, 0.89], [-1.97, -4.81, 2.25], [-0.97, -4.06, 2.84], [-0.23, -3.20, 2.05], [-0.47, -3.07, 0.74], [1.38, -4.76, -1.68], [2.09, -5.95, -1.75], [3.25, -6.10, -1.01], [3.67, -5.05, -0.21], [2.92, -3.90, -0.17], [1.79, -3.76, -0.90], [0.48, -4.50, -3.58], [-0.47, -5.47, -2.47], [-1.38, -1.59, -2.91], [-0.98, -2.72, -4.20], [0.60, -1.70, -5.55], [2.76, -0.50, -5.83], [4.03, 0.19, -3.80], [3.08, -0.34, -1.56], [-2.38, -4.43, -1.65], [-2.40, -2.69, -1.39], [-2.97, -5.26, 0.41], [-2.56, -5.50, 2.84], [-0.74, -4.14, 3.90], [0.56, -2.58, 2.46], [1.73, -6.75, -2.39], [3.81, -7.02, -1.06], [4.57, -5.12, 0.39], [3.20, -3.06, 0.44], [-0.67, 4.31, -1.52], [-1.05, 4.06, -0.20], [-0.83, 2.80, 0.33], [-0.25, 1.79, -0.43], [0.12, 2.04, -1.74], [-0.07, 3.32, -2.28], [-0.40, -0.01, 0.28], [-2.29, -0.25, 0.49], [-3.26, -0.32, -0.50], [-4.58, -0.54, -0.13], [-4.92, -0.68, 1.21], [-3.95, -0.59, 2.20], [-2.62, -0.36, 1.85], [-1.48, -0.19, 2.78], [-1.55, -0.28, 4.17], [-0.40, -0.11, 4.93], [0.82, 0.15, 4.32], [0.91, 0.24, 2.94], [-0.25, 0.08, 2.19], [-0.87, 5.28, -1.97], [-1.54, 4.82, 0.39], [-1.15, 2.60, 1.34], [0.54, 1.26, -2.35], [0.22, 3.52, -3.31], [-3.00, -0.18, -1.54], [-5.36, -0.58, -0.88], [-5.95, -0.84, 1.49], [-4.23, -0.68, 3.24], [-2.49, -0.48, 4.67], [-0.46, -0.18, 6.01], [1.71, 0.28, 4.93], [1.86, 0.42, 2.46], [0.74, 10.66, 1.92], [1.01, 9.41, 1.68], [0.98, 8.98, 0.34], [1.26, 7.68, 0.09], [1.58, 6.77, 1.16], [1.92, 5.49, 0.91], [1.59, 7.28, 2.52], [1.31, 8.58, 2.77], [0.74, 9.70, -0.44], [1.26, 7.30, -0.93], [1.95, 5.10, -0.10], [2.20, 4.82, 1.72], [1.84, 6.60, 3.32], [1.32, 9.00, 3.77]]}

---

{"formula": "C43H37ClCrN9O4S2", "method": "ωB97M-V/def2-TZVPD", "e_above_lowest_ev": 0.000, "charge": 0, "multiplicity": 4, "homo_ev": [-7.32, -7.67], "s_squared": 3.77, "homo_lumo_gap_ev": [6.466, 6.794], "species": ["Cr", "Cl", "C", "C", "C", "C", "O", "C", "C", "N", "C", "C", "C", "C", "C", "C", "C", "C", "N", "C", "C", "H", "H", "H", "H", "H", "H", "H", "H", "H", "H", "C", "C", "C", "N", "N", "C", "N", "S", "H", "H", "H", "H", "H", "H", "H", "N", "C", "C", "C", "C", "C", "C", "C", "C", "C", "C", "C", "C", "C", "H", "H", "H", "H", "H", "H", "H", "H", "H", "H", "C", "N", "C", "C", "N", "H", "H", "H", "H", "H", "H", "O", "S", "O", "N", "C", "O", "C", "C", "C", "C", "C", "C", "H", "H", "H", "H"], "coordinates": [[-0.07, -0.47, 0.01], [0.16, 0.60, 7.23], [-0.15, 0.47, 5.53], [-1.35, 0.98, 5.00], [-1.60, 0.92, 3.66], [-0.68, 0.33, 2.76], [-0.96, 0.33, 1.51], [0.51, -0.23, 3.31], [1.48, -0.92, 2.53], [1.40, -1.20, 1.27], [2.43, -1.90, 0.60], [3.52, -2.49, 1.18], [4.51, -3.12, 0.39], [4.41, -3.15, -0.98], [3.28, -2.57, -1.61], [3.11, -2.54, -3.01], [2.01, -1.96, -3.55], [1.05, -1.41, -2.68], [1.17, -1.42, -1.38], [2.29, -1.97, -0.82], [0.76, -0.12, 4.70], [-2.07, 1.43, 5.68], [-2.52, 1.32, 3.24], [2.36, -1.25, 3.08], [3.65, -2.50, 2.25], [5.36, -3.57, 0.88], [5.17, -3.61, -1.58], [3.88, -2.98, -3.64], [1.87, -1.88, -4.62], [0.17, -0.91, -3.08], [1.67, -0.53, 5.11], [-3.46, 5.08, 3.15], [-2.18, 4.83, 3.94], [-1.10, 4.24, 3.11], [-1.22, 3.91, 1.87], [-0.09, 3.35, 1.32], [0.87, 3.25, 2.18], [2.11, 2.73, 1.89], [0.49, 3.89, 3.75], [-4.24, 5.48, 3.81], [-3.83, 4.15, 2.71], [-3.29, 5.78, 2.34], [-2.38, 4.16, 4.78], [-1.82, 5.77, 4.39], [2.06, 2.07, 1.12], [2.62, 2.39, 2.69], [-1.13, -2.02, 0.12], [-2.15, -2.70, -0.14], [-2.35, -4.03, 0.52], [-1.76, -4.28, 1.75], [-1.89, -5.51, 2.36], [-2.61, -6.53, 1.74], [-3.20, -6.29, 0.51], [-3.08, -5.05, -0.10], [-3.24, -2.22, -1.07], [-2.92, -1.75, -2.34], [-3.90, -1.27, -3.19], [-5.23, -1.25, -2.77], [-5.56, -1.72, -1.51], [-4.57, -2.22, -0.67], [-1.19, -3.48, 2.21], [-1.43, -5.69, 3.33], [-2.71, -7.49, 2.22], [-3.76, -7.08, 0.02], [-3.55, -4.87, -1.06], [-1.88, -1.77, -2.65], [-3.64, -0.93, -4.18], [-6.00, -0.87, -3.43], [-6.59, -1.70, -1.17], [-4.83, -2.60, 0.31], [-1.52, 2.64, -3.94], [-1.50, 2.76, -2.48], [-0.88, 3.97, -1.91], [-1.38, 1.66, -1.78], [-1.26, 0.69, -1.16], [-2.08, 3.48, -4.34], [-2.03, 1.72, -4.21], [-0.51, 2.65, -4.34], [-1.49, 4.83, -2.18], [0.13, 4.08, -2.31], [-0.83, 3.87, -0.83], [1.74, 3.00, -4.39], [2.08, 1.71, -3.84], [2.07, 0.58, -4.73], [1.17, 1.40, -2.53], [1.90, 1.32, -1.44], [1.46, 0.99, -0.30], [3.37, 1.52, -1.66], [4.39, 1.43, -0.74], [5.69, 1.62, -1.19], [5.95, 1.89, -2.53], [4.92, 1.97, -3.45], [3.63, 1.78, -2.99], [4.18, 1.20, 0.30], [6.52, 1.56, -0.49], [6.97, 2.04, -2.85], [5.11, 2.17, -4.50]]}

---

{"formula": "C43H37ClIrN6O4S3", "method": "ωB97M-V/def2-TZVPD", "e_above_lowest_ev": 2.444, "charge": 2, "multiplicity": 2, "homo_ev": [-13.85, -13.72], "s_squared": 0.79, "homo_lumo_gap_ev": [6.629, 6.765], "species": ["Ir", "N", "S", "N", "S", "N", "S", "N", "C", "C", "C", "C", "C", "C", "C", "C", "C", "C", "C", "C", "C", "C", "C", "C", "C", "C", "C", "C", "C", "C", "C", "C", "C", "C", "C", "C", "C", "C", "C", "C", "C", "C", "C", "C", "H", "H", "H", "H", "H", "H", "H", "H", "H", "H", "H", "H", "H", "H", "H", "H", "H", "H", "H", "H", "H", "H", "H", "H", "H", "H", "H", "H", "H", "H", "C", "C", "N", "C", "C", "N", "C", "O", "O", "C", "O", "O", "H", "H", "H", "H", "H", "Cl", "C", "H", "H"], "coordinates": [[-1.80, -0.66, -1.26], [-1.59, -1.26, 0.70], [-1.06, -1.29, 2.09], [0.25, -0.36, 2.39], [1.39, 0.07, 1.41], [1.24, 1.45, 0.70], [0.27, 2.01, -0.49], [-0.76, 1.11, -1.08], [1.43, 2.62, -1.74], [1.23, 2.21, -3.05], [2.07, 2.70, -4.04], [3.08, 3.59, -3.71], [3.27, 3.98, -2.39], [2.44, 3.50, -1.40], [-0.50, 3.46, 0.23], [-1.27, 4.25, -0.61], [-1.92, 5.35, -0.09], [-1.81, 5.64, 1.26], [-1.05, 4.84, 2.10], [-0.39, 3.74, 1.58], [1.82, -1.23, 0.26], [2.02, -2.49, 0.77], [2.36, -3.52, -0.09], [2.51, -3.27, -1.45], [2.35, -1.98, -1.94], [2.00, -0.95, -1.08], [2.86, 0.27, 2.42], [2.91, -0.24, 3.71], [4.11, -0.21, 4.40], [5.24, 0.32, 3.79], [5.18, 0.83, 2.50], [3.98, 0.81, 1.81], [-0.62, -2.95, 2.65], [-0.65, -3.97, 1.71], [-0.30, -5.25, 2.11], [0.06, -5.49, 3.43], [0.09, -4.46, 4.35], [-0.25, -3.17, 3.96], [-2.28, -0.65, 3.25], [-2.23, 0.68, 3.64], [-3.25, 1.18, 4.44], [-4.30, 0.36, 4.82], [-4.33, -0.97, 4.42], [-3.32, -1.48, 3.62], [0.43, 1.52, -3.27], [1.94, 2.39, -5.07], [3.73, 3.98, -4.48], [4.06, 4.67, -2.15], [2.56, 3.80, -0.37], [-1.33, 4.00, -1.66], [-2.51, 5.99, -0.73], [-2.33, 6.50, 1.67], [-0.96, 5.08, 3.14], [0.23, 3.10, 2.20], [1.92, -2.66, 1.83], [2.53, -4.51, 0.30], [2.75, -4.07, -2.13], [2.49, -1.78, -2.99], [1.90, 0.07, -1.44], [2.02, -0.64, 4.16], [4.17, -0.61, 5.40], [6.18, 0.31, 4.32], [6.06, 1.24, 2.03], [3.91, 1.20, 0.81], [-0.94, -3.75, 0.70], [-0.33, -6.06, 1.39], [0.31, -6.50, 3.74], [0.38, -4.65, 5.37], [-0.24, -2.35, 4.67], [-1.41, 1.30, 3.31], [-3.21, 2.21, 4.76], [-5.09, 0.76, 5.43], [-5.15, -1.61, 4.73], [-3.35, -2.50, 3.28], [-3.23, 1.53, -4.39], [-2.30, 0.39, -4.56], [-1.88, -0.43, -3.62], [-1.05, -1.34, -4.21], [-0.97, -1.06, -5.56], [-1.76, 0.04, -5.74], [-0.24, -1.62, -6.73], [0.49, -2.68, -6.54], [-0.35, -1.05, -7.79], [-0.38, -2.41, -3.40], [0.36, -3.21, -3.96], [-0.60, -2.37, -2.15], [-3.31, 1.79, -3.33], [-4.22, 1.27, -4.76], [-2.87, 2.39, -4.95], [-1.88, 0.47, -6.65], [0.49, -3.04, -5.60], [-4.06, -2.52, -1.51], [-4.17, -0.80, -1.25], [-4.61, -0.59, -0.28], [-4.68, -0.32, -2.07]]}